Record 1
65
Properties=species:S:1:pos:R:3:forces:R:3 method="wB97M-V/def2-TZVPD" orbital_gap_ha="0.1264 / 0.1261" charge=+4 spin_multiplicity=3 e_homo_ev="-18.40 / -18.40"
P 3.66305 -0.50783 0.53810 5.0 -1.5 1.9
C 4.21705 -0.69472 2.30424 -0.8 0.1 0.5
H 5.22583 -0.29270 2.46856 -0.3 0.1 -0.4
H 4.22782 -1.75696 2.61203 -0.2 0.4 -0.4
H 3.51609 -0.16115 2.96494 0.3 -0.2 0.0
C 3.57817 -2.21985 -0.08183 -1.1 0.0 -0.3
H 3.12510 -2.19391 -1.07099 0.1 -0.4 -0.2
H 2.99568 -2.86496 0.59915 0.1 0.4 -0.2
H 4.62112 -2.60252 -0.14114 -0.4 0.6 0.1
C 5.16335 0.33912 -0.22816 -0.9 0.3 -0.5
H 6.06483 -0.30049 -0.10891 -0.9 -0.2 0.3
H 5.37460 1.29993 0.24225 -0.2 0.0 0.1
H 4.97189 0.47191 -1.28676 0.1 0.2 -0.2
P -1.03335 3.48818 -0.67648 -0.1 0.3 0.0
C -0.89890 3.68074 1.14129 0.2 -0.6 -0.4
H -1.28035 4.68430 1.37124 0.2 -0.3 0.3
H 0.15654 3.55466 1.44071 -0.5 0.3 0.1
H -1.50880 2.88331 1.60145 0.2 0.5 0.1
C -0.22183 4.98646 -1.32056 0.2 -0.4 -0.2
H -0.22326 4.95976 -2.42462 0.0 0.2 0.5
H 0.80407 5.04135 -0.94943 -0.1 0.2 -0.1
H -0.83117 5.82540 -0.94985 0.4 -0.1 -0.2
C -2.77164 3.98640 -0.97391 0.1 -0.7 -0.3
H -2.82510 5.04283 -0.68663 -0.3 -0.2 0.0
H -3.43216 3.36277 -0.36302 -0.1 0.3 -0.2
H -3.02306 3.86662 -2.04268 0.0 0.2 0.5
P -2.92085 -2.45190 0.50736 -0.5 -2.4 -0.8
C -3.43665 -2.47588 2.20444 0.6 1.1 0.3
H -4.12649 -3.30507 2.30365 -0.3 -0.3 0.1
H -3.91628 -1.52383 2.45003 -0.2 -0.2 0.2
H -2.55220 -2.61121 2.83713 -0.3 0.0 0.0
C -4.36223 -2.65636 -0.59032 0.8 1.0 0.2
H -4.85654 -3.56786 -0.28744 -0.2 -0.4 0.1
H -4.04573 -2.71777 -1.62754 0.0 0.0 -0.1
H -5.02092 -1.80902 -0.44240 -0.3 0.1 -0.1
C -1.84314 -3.89640 0.22386 0.2 0.9 -0.1
H -2.47919 -4.78109 0.31266 0.0 0.0 0.0
H -1.02313 -3.90924 0.95055 -0.3 -0.1 -0.2
H -1.43973 -3.81715 -0.78960 -0.1 -0.2 0.1
Mo -0.12416 -0.07071 -2.75030 -2.2 1.9 4.9
C 2.16659 0.46268 0.72318 -5.4 2.5 -0.1
O 1.13687 1.02083 0.75763 4.8 -2.2 -0.4
C -1.51976 -0.64003 -0.55671 -0.1 2.9 2.5
O -1.60511 0.18949 0.26069 0.2 -2.5 -2.6
C -1.36335 -0.11032 -4.47574 -1.4 0.5 -1.0
C -0.78730 -1.36282 -4.25680 1.1 -1.3 -0.4
C 0.63261 -1.45449 -4.03546 0.8 -1.2 -0.6
C 1.44525 -0.26245 -4.07922 0.3 -0.6 -0.5
C 0.80555 0.99447 -4.26528 0.7 1.1 -1.3
C -0.60418 1.07121 -4.49769 1.3 -0.2 -0.5
H -2.43562 -0.01630 -4.60263 0.0 -0.1 0.2
H -1.39386 -2.24284 -4.14519 -0.1 -0.2 -0.1
H 1.07580 -2.39377 -3.64935 -0.3 0.5 -0.7
H 2.48497 -0.29729 -3.78656 0.1 -0.1 -0.3
H 1.39379 1.92479 -4.24530 -0.3 -0.6 0.1
H -1.04022 2.02653 -4.67459 -0.4 0.5 0.2
N 1.61673 -4.43250 3.72992 0.0 0.0 0.0
N 0.80141 -3.35614 3.48869 1.5 3.4 -0.8
N 0.90455 -2.27618 4.33174 -1.5 -0.9 -1.9
C 0.45509 -1.28073 3.53597 0.8 -1.9 0.2
N 0.25547 -1.67707 2.25879 0.1 -1.1 0.2
N 0.51846 -3.00016 2.21096 0.0 0.8 2.1
H 1.31186 -5.23221 3.20038 -0.2 -0.4 0.1
H 1.70896 -4.57786 4.72974 -0.2 -0.2 0.0
H 0.28691 -0.29422 3.90045 0.0 0.5 0.2



Record 2
111
Properties=species:S:1:pos:R:3:forces:R:3 method="wB97M-V/def2-TZVPD" orbital_gap_ha="0.2566 / 0.2363" charge=0 spin_multiplicity=3 e_homo_ev="-6.78 / -7.89"
Pd 0.38914 0.30240 -0.34952 0.1 -0.4 -0.2
O 0.35353 -1.72324 0.23849 -0.1 0.2 0.0
P 0.86160 -3.06951 0.65050 0.0 -0.1 0.0
C 2.65856 -3.23290 0.57688 0.0 0.0 0.0
C 3.26077 -3.53500 -0.64328 0.0 0.0 0.0
C 4.63949 -3.59413 -0.74834 0.0 0.0 0.0
C 5.42967 -3.34864 0.36491 0.0 0.0 0.0
C 4.84067 -3.04278 1.58204 0.0 0.0 0.0
C 3.45869 -2.98580 1.69102 0.0 0.0 0.0
C 0.38013 -3.36670 2.37007 0.1 0.0 0.0
C 0.58136 -2.33032 3.28307 0.3 -0.1 0.0
C 0.25331 -2.49999 4.61866 0.2 -0.1 0.1
C -0.29830 -3.69883 5.05009 0.0 0.1 0.0
C -0.52007 -4.72595 4.14380 0.0 0.0 0.0
C -0.17786 -4.56514 2.80830 0.0 0.0 0.0
C 0.17072 -4.43781 -0.28492 0.0 0.0 -0.1
C -1.19285 -4.32208 -0.91903 0.0 0.0 0.0
C -1.91277 -5.63323 -0.94429 0.0 0.0 0.0
C -1.25785 -6.81240 -0.84471 0.0 0.0 0.0
C 0.13326 -6.84268 -0.57283 0.0 0.0 0.0
C 0.80039 -5.65442 -0.23576 0.0 0.0 0.0
H 2.64783 -3.72526 -1.51058 -0.1 0.0 -0.2
H 5.09696 -3.81725 -1.70346 0.0 0.0 0.0
H 6.50818 -3.39005 0.28192 0.0 0.0 0.0
H 5.45605 -2.85295 2.45181 0.0 0.0 0.0
H 3.00932 -2.76233 2.64928 0.0 0.0 0.0
H 0.96614 -1.37951 2.94080 0.0 0.0 0.0
H 0.41636 -1.68696 5.31440 0.0 0.0 0.0
H -0.56247 -3.83048 6.09141 0.0 0.0 0.0
H -0.95939 -5.65756 4.47546 0.0 0.0 0.0
H -0.35745 -5.37359 2.11138 0.0 0.0 0.0
H -1.78534 -3.56526 -0.39117 0.0 0.0 0.0
H -2.97824 -5.61211 -1.14079 0.0 0.0 0.0
H -1.79611 -7.74542 -0.95392 0.0 0.0 0.0
H 0.65948 -7.78580 -0.53272 0.0 0.0 0.0
H 1.81262 -5.72102 0.14774 0.0 0.0 0.0
C -2.13627 -0.84534 3.32610 -0.2 0.0 -0.1
N -2.27781 -0.23183 2.02292 -0.2 -0.2 -0.1
C -2.89572 -0.78522 0.98498 0.2 0.0 0.1
N -3.46128 -2.00162 1.17734 0.0 0.0 0.0
S -2.93923 -0.05960 -0.53734 -0.2 0.1 0.0
H -1.47055 -0.22855 3.92398 0.0 0.0 0.0
H -1.68909 -1.83934 3.24409 -0.3 0.2 0.0
H -3.09718 -0.91269 3.84459 0.0 0.0 0.0
H -1.83363 0.65815 1.85776 0.0 0.1 0.0
H -3.60759 -2.36539 2.10424 0.0 0.0 0.0
H -4.05957 -2.33006 0.44059 0.0 0.0 0.0
C -0.27908 -4.63441 -3.31518 0.0 0.0 0.0
C 0.84467 -4.15709 -3.90238 0.0 0.0 0.0
C 1.29061 -2.82946 -3.68772 0.1 0.0 0.1
C 0.51471 -1.93556 -2.90621 0.0 0.0 0.0
C -0.66677 -2.36387 -2.38371 0.0 0.0 0.1
C -1.11970 -3.78380 -2.41919 0.0 0.0 0.0
Si 1.05035 -0.17622 -2.50071 0.0 0.1 0.2
C 2.94505 -0.12044 -2.46313 0.0 0.0 0.0
C 3.59869 0.04398 -1.23789 0.0 0.1 0.0
C 4.98000 0.10018 -1.14931 0.0 -0.1 0.0
C 5.75671 -0.02314 -2.29289 0.0 0.0 0.0
C 5.13669 -0.20686 -3.51905 0.0 0.0 0.0
C 3.75030 -0.25270 -3.59772 0.0 0.0 -0.1
C 0.27870 0.95229 -3.80048 0.1 0.0 0.0
C -0.94167 1.57974 -3.54646 0.0 -0.1 0.0
C -1.55865 2.38204 -4.49538 0.0 0.0 0.0
C -0.96444 2.57240 -5.73369 0.0 0.0 0.0
C 0.23514 1.93760 -6.02025 0.0 0.0 0.0
C 0.84195 1.13271 -5.06675 0.0 0.0 0.0
H -0.59354 -5.65550 -3.48957 0.0 0.0 0.0
H 1.42412 -4.80850 -4.54688 0.0 0.0 0.0
H 2.23426 -2.51073 -4.11196 0.0 0.0 0.0
H -1.28511 -1.68584 -1.80624 0.0 0.0 0.0
H -2.16695 -3.82920 -2.75793 0.0 0.0 0.0
H 3.01225 0.16208 -0.33353 0.0 0.0 0.0
H 5.44922 0.24280 -0.18384 0.0 0.0 0.0
H 6.83696 0.02363 -2.22927 0.0 0.0 0.0
H 5.72973 -0.30659 -4.41996 0.0 0.0 0.0
H 3.30564 -0.39479 -4.57543 0.0 0.0 0.0
H -1.43236 1.42815 -2.59361 0.0 0.0 0.0
H -2.50377 2.85652 -4.26315 0.0 0.0 0.0
H -1.43690 3.20442 -6.47489 0.0 0.0 0.0
H 0.70026 2.06755 -6.98945 0.0 0.0 0.0
H 1.76981 0.64214 -5.33050 0.0 0.0 0.0
C 3.48846 4.24931 -3.26450 0.0 0.0 0.0
C 3.13775 4.62711 -1.82501 0.0 0.0 0.0
C 1.87997 3.94350 -1.39042 0.0 0.0 0.0
N 1.80384 2.67566 -1.23339 0.0 0.0 0.0
N 0.54639 2.25619 -0.87710 0.1 0.1 0.0
C -0.33606 3.23070 -0.80862 0.0 -0.1 0.1
N -1.65507 3.07205 -0.60587 0.0 0.0 0.0
S 0.37368 4.77101 -1.12877 0.0 0.0 0.0
H 4.41456 4.73371 -3.57325 0.0 0.0 0.0
H 2.69565 4.54920 -3.95102 0.0 0.0 0.0
H 3.61441 3.16947 -3.34503 0.0 0.0 0.0
H 3.02394 5.70701 -1.72044 0.0 0.0 0.0
H 3.93743 4.31626 -1.15044 0.0 0.0 0.0
H -1.95852 2.12213 -0.38907 0.0 0.0 0.0
H -2.10897 3.79103 -0.05778 0.0 0.0 0.0
F 2.72929 2.93689 3.57704 -0.2 0.0 0.0
C 2.03989 2.68013 2.47053 0.2 0.1 0.1
F 2.80822 1.94863 1.66832 0.0 -0.2 -0.1
F 1.77692 3.82491 1.84602 -0.1 0.0 0.0
S 0.46902 1.72427 2.89308 0.1 0.1 0.0
O 0.58534 0.50902 2.10808 0.0 0.3 -0.1
O 0.47055 1.58083 4.31671 0.1 -0.1 0.0
N -0.73717 2.53624 2.28661 0.1 0.0 0.1
S -1.29484 3.85230 2.99963 -0.2 0.1 -0.1
O -2.03966 4.59049 2.01883 0.0 -0.1 0.0
O -0.34548 4.51893 3.83288 0.1 0.0 0.0
C -2.60528 3.22146 4.16429 -0.1 0.0 0.0
F -3.53577 4.15918 4.33233 0.1 0.0 0.0
F -2.08471 2.91527 5.34701 0.0 0.0 -0.1
F -3.20112 2.12824 3.66892 0.0 0.0 0.0



Record 3
17
Properties=species:S:1:pos:R:3:forces:R:3 method="wB97M-V/def2-TZVPD" orbital_gap_ha=0.2763 charge=+1 e_homo_ev=-11.55
C 0.44135 1.17692 0.52289 1.5 -0.8 0.0
C -0.80020 1.30501 -1.58801 -0.7 -0.3 3.6
C 1.08175 -0.23489 0.78759 1.3 0.6 -1.9
C -1.21635 -1.47473 0.24326 -1.1 1.8 -0.3
N 0.30412 1.63545 -0.85508 -1.0 -0.6 -1.5
N 0.17415 -1.39645 0.89363 -2.0 0.0 1.8
I -1.07931 -1.09681 -1.95314 0.5 -0.1 0.3
I -1.74437 -3.48053 0.64243 -0.3 -0.4 -0.2
H -0.39761 1.12297 1.18191 -1.6 0.6 -0.5
H 1.05563 1.92585 0.99395 0.6 0.0 0.3
H -0.99369 1.58302 -2.55417 0.7 0.9 -2.5
H -1.74501 1.46416 -1.04744 0.4 -0.7 0.2
H 1.77874 -0.57760 0.01521 0.0 0.7 -0.2
H 1.72923 -0.10158 1.65271 -0.5 -0.5 0.4
H 1.13870 1.88189 -1.41729 -0.5 -0.5 1.0
H 0.50523 -2.31045 0.60566 1.5 -0.1 0.7
H -0.23237 -1.42222 1.87589 1.1 -0.5 -1.1



Number 1: strongest force on any atom 5.96 eV/A. Number 2: strongest force on any atom 0.44 eV/A. Number 3: strongest force on any atom 3.70 eV/A.